The molecule C6H10N2O2S in a non-equilibrium geometry. Source: OMol25; level of theory: ωB97M-V/def2-TZVPD.

The geometry in ORCA input format:
```
! wB97M-V def2-TZVPD RIJCOSX def2/J DEFGRID3
* xyz 0 1
C 2.59 -1.03 0.08
C 0.32 -2.04 -0.14
C 1.90 0.33 -0.12
C 1.66 1.14 1.07
C -1.78 0.65 0.01
C -1.46 -0.61 -0.90
N 1.76 -2.13 0.09
N -0.05 -1.01 -0.84
O 3.75 -1.07 0.34
O -0.38 -2.96 0.21
S 2.53 1.22 -1.45
H 0.92 0.77 1.71
H 1.59 2.18 0.69
H 2.57 1.37 1.57
H -1.21 0.50 0.89
H -1.21 1.57 -0.30
H -2.84 0.65 0.19
H -2.04 -1.45 -0.51
H -1.77 -0.41 -1.93
H 2.21 -3.06 0.14
H 3.40 0.40 -2.16
*
```

Output
ΔE to the lowest compared entry with this formula, charge and spin   380.0 kJ/mol
Max |F|   4.150 eV/Å
E_tot   -892.70975 a.u.
HOMO level (alpha / beta)   -8.716 / -8.720 eV
LUMO level (alpha / beta)   -1.5 / -1.5 eV

Here are the Löwdin charges for atoms 1 to 2, given in e: -0.55 -0.64

A cluster of 2 separate species, C4H7NO2 in total. Source: OMol25; level of theory: ωB97M-V/def2-TZVPD.

The geometry in ORCA input format:
```
! wB97M-V def2-TZVPD RIJCOSX def2/J DEFGRID3
* xyz 0 1
O 0.74 0.71 1.55
C 1.34 0.29 0.60
C 1.85 -0.80 -0.23
N 2.13 0.66 -0.44
H 1.24 -1.26 -1.01
H 2.63 -1.43 0.20
H 3.05 1.07 -0.33
C -1.92 0.75 -0.13
C -1.76 -0.73 0.07
O -1.11 -1.46 -0.65
H -1.70 1.28 0.80
H -2.96 0.96 -0.41
H -1.25 1.09 -0.93
H -2.29 -1.15 0.95
*
```

Output
ΔE to the lowest compared entry with this formula, charge and spin   265.1 kJ/mol
Max |F|   0.609 eV/Å
E_tot   -361.77990 a.u.
Structure (SMILES)   O=C1CN1.CC=O
HOMO level   -9.785 eV
LUMO level   0.9 eV

Here are the Löwdin charges for atoms 1 to 2, given in e: 0.09 -0.50

The molecule C3H4S3 in a non-equilibrium geometry. Source: OMol25; level of theory: ωB97M-V/def2-TZVPD.

The geometry in ORCA input format:
```
! wB97M-V def2-TZVPD RIJCOSX def2/J DEFGRID3
* xyz 0 1
S 1.78 1.38 -0.82
C 0.28 0.50 0.37
C 0.05 -0.88 0.00
C -1.15 -1.28 -0.45
S -2.47 -0.26 -0.32
S -1.14 1.60 0.49
H 2.11 2.18 0.20
H 0.76 0.41 1.33
H 1.04 -1.40 -0.03
H -1.29 -2.26 -0.76
*
```

Output
ΔE to the lowest compared entry with this formula, charge and spin   194.5 kJ/mol
Max |F|   3.471 eV/Å
E_tot   -1311.19597 a.u.
Structure (SMILES)   S[C@@H]1C=CSS1
HOMO level   -8.197 eV
LUMO level   -1.2 eV

Here are the Löwdin charges for atoms 1 to 2, given in e: 0.56 -0.92

Number 1: molar mass 174.23 u. Number 2: molar mass 101.10 u. Number 3: molar mass 136.27 u.